Entry 1:
{"formula": "C40H42GeNOP2Pt", "method": "wB97M-V/def2-TZVPD", "elements": ["Pt", "Ge", "P", "P", "O", "N", "C", "C", "C", "C", "C", "C", "C", "C", "C", "C", "C", "C", "C", "C", "C", "C", "C", "C", "C", "C", "C", "C", "C", "C", "C", "C", "C", "C", "C", "C", "C", "C", "C", "C", "C", "C", "C", "C", "C", "C", "H", "H", "H", "H", "H", "H", "H", "H", "H", "H", "H", "H", "H", "H", "H", "H", "H", "H", "H", "H", "H", "H", "H", "H", "H", "H", "H", "H", "H", "H", "H", "H", "H", "H", "H", "H", "H", "H", "H", "H", "H", "H"], "coordinates": [[0.345, 0.222, 0.724], [-1.784, -1.906, -1.078], [2.486, -0.027, -0.490], [-0.548, 0.610, 2.884], [2.227, -0.072, 2.363], [0.278, 2.171, -0.076], [2.495, -1.579, -1.352], [3.416, -3.005, -3.052], [0.096, -0.543, 5.291], [3.319, -1.752, -2.473], [0.513, 4.418, 3.684], [-1.472, -0.181, -0.058], [-2.164, -0.099, 3.174], [-1.629, 3.118, 2.453], [3.255, 3.580, -2.168], [5.131, 0.280, 0.187], [0.916, -1.274, 6.132], [-3.552, -2.066, 3.190], [-4.365, -0.011, 4.154], [-0.587, 2.376, 3.034], [1.781, -2.654, -0.829], [1.850, -0.523, 3.637], [0.570, -0.167, 4.029], [-1.441, -3.518, -0.063], [-0.524, 5.146, 3.123], [2.117, 2.236, -3.824], [2.611, 1.312, -1.650], [2.644, -1.325, 4.431], [0.490, 3.029, 3.636], [1.879, -3.902, -1.419], [6.158, 0.464, 1.092], [2.165, -1.687, 5.686], [2.050, 1.179, -2.930], [4.577, 0.387, 2.934], [3.569, 0.136, 2.023], [2.718, 3.432, -3.443], [-3.687, -1.709, -1.309], [-2.360, -1.448, 2.862], [-4.557, -1.345, 3.832], [-1.598, 4.500, 2.510], [-3.168, 0.617, 3.829], [3.202, 2.529, -1.267], [3.825, 0.120, 0.665], [-0.867, -1.832, -2.770], [2.699, -4.076, -2.526], [5.871, 0.543, 2.451], [1.581, 0.250, -3.232], [-3.022, 1.651, 4.108], [1.168, -2.525, 0.055], [-0.905, -0.277, 5.603], [2.772, 4.252, -4.147], [-4.229, -1.724, -0.364], [-5.487, -1.832, 4.092], [1.287, 2.457, 4.096], [-1.663, 0.690, -0.690], [-3.983, -2.578, -1.902], [-1.576, -2.023, 2.380], [-3.701, -3.113, 2.963], [-2.411, 5.078, 2.093], [0.568, -1.554, 7.116], [2.781, -2.311, 6.319], [-1.197, -0.959, -3.336], [1.135, 2.679, 0.138], [1.332, 4.929, 4.171], [-2.473, 2.617, 1.988], [3.872, -0.923, -2.897], [7.175, 0.573, 0.740], [-1.669, -4.363, -0.716], [4.053, -3.150, -3.914], [-5.138, 0.542, 4.669], [-0.508, 6.227, 3.169], [-2.109, -3.570, 0.795], [6.670, 0.733, 3.156], [3.651, 2.640, -0.287], [1.330, -4.743, -1.015], [0.192, 2.149, -1.092], [-0.419, -3.641, 0.286], [3.603, -1.685, 4.088], [-3.953, -0.805, -1.853], [-0.506, 2.686, 0.327], [5.338, 0.274, -0.876], [2.787, -5.054, -2.980], [1.710, 2.127, -4.820], [-1.130, -2.724, -3.341], [-2.171, -0.151, 0.776], [0.218, -1.810, -2.682], [4.377, 0.480, 3.991], [3.731, 4.510, -1.887]], "mulliken_charge": [2.499, 0.662, 0.107, 1.039, 0.719, -0.851, 0.794, -0.828, -0.965, -0.313, -0.850, -0.987, 0.026, -0.490, -0.943, -0.379, -0.949, -0.789, -0.822, 0.683, -0.333, 0.309, 0.480, -1.006, -0.741, -0.787, 0.333, -0.839, -0.762, -0.808, -0.949, -0.779, -0.401, -0.873, 0.624, -0.686, -1.220, -0.022, -0.731, -0.696, -0.466, -0.604, 0.049, -0.769, -0.748, -0.846, 0.387, 0.475, 0.343, 0.589, 0.458, 0.367, 0.461, 0.484, 0.731, 0.440, 0.528, 0.500, 0.492, 0.491, 0.482, 0.407, 0.306, 0.493, 0.538, 0.403, 0.494, 0.458, 0.492, 0.500, 0.461, 0.273, 0.467, 0.546, 0.524, 0.319, 0.282, 0.690, 0.396, 0.254, 0.526, 0.460, 0.511, 0.382, 0.230, 0.033, 0.729, 0.509], "e_above_lowest_kj_mol": 15.56, "total_charge": 3, "multiplicity": 1, "homo_lumo_gap_ev": [5.5, 5.4]}

---

Entry 2:
{"formula": "C40H42IrN9O4S4", "method": "wB97M-V/def2-TZVPD", "elements": ["Ir", "S", "S", "S", "S", "O", "O", "O", "O", "N", "N", "N", "N", "N", "N", "N", "N", "N", "C", "C", "C", "C", "C", "C", "C", "C", "C", "C", "C", "C", "C", "C", "C", "C", "C", "C", "C", "C", "C", "C", "C", "C", "C", "C", "C", "C", "C", "C", "C", "C", "C", "C", "C", "C", "C", "C", "C", "C", "H", "H", "H", "H", "H", "H", "H", "H", "H", "H", "H", "H", "H", "H", "H", "H", "H", "H", "H", "H", "H", "H", "H", "H", "H", "H", "H", "H", "H", "H", "H", "H", "H", "H", "H", "H", "H", "H", "H", "H", "H", "H"], "coordinates": [[0.875, 0.796, -0.488], [-1.858, -0.918, 0.663], [4.580, 2.829, -2.596], [0.124, -0.529, -3.754], [4.094, -2.453, 0.852], [0.014, 2.173, -3.922], [0.642, -0.465, -2.321], [-1.286, 1.712, 0.331], [-0.435, -0.967, 0.081], [2.695, 1.610, -1.433], [1.558, 0.109, 6.273], [1.551, 3.018, 3.110], [1.339, 1.984, 5.247], [2.510, -0.618, 0.125], [1.417, 2.204, 1.087], [2.209, 1.081, 5.779], [-0.551, 2.059, -1.716], [-1.618, 3.562, -3.172], [-0.910, -0.445, 6.415], [1.926, 2.009, 2.300], [-1.373, -3.655, 0.743], [-0.147, -2.721, -5.373], [0.647, -3.174, -3.134], [0.255, -4.984, -4.670], [-2.569, -1.550, -3.287], [-2.505, 3.272, -0.987], [0.204, 0.326, 6.076], [3.711, -0.367, -0.497], [2.839, 0.924, 2.747], [-1.713, -0.374, -3.731], [1.992, 3.791, -2.465], [0.646, -4.534, -3.416], [4.931, 1.337, -1.853], [-1.194, 2.036, 5.021], [0.220, -2.287, -4.106], [-2.932, -1.046, -0.806], [1.494, -2.231, 1.770], [-0.660, 2.562, -2.980], [-3.038, -4.015, 2.947], [1.825, 3.128, 4.541], [0.714, 3.395, 1.130], [-2.320, -1.985, -1.844], [-2.076, -2.585, 1.282], [3.818, 0.829, -1.282], [2.562, -1.685, 0.891], [-1.465, 2.322, -0.729], [4.681, -1.265, -0.222], [2.943, 2.709, -2.114], [-2.899, -2.753, 2.387], [-2.503, 3.883, -2.189], [-1.516, -4.911, 1.310], [-2.350, -5.093, 2.408], [-0.135, -4.079, -5.650], [0.055, 1.541, 5.401], [-2.143, 0.040, 6.043], [0.782, 3.901, 2.376], [-1.619, 4.261, -4.458], [-2.282, 1.260, 5.355], [2.514, 4.741, -2.566], [5.925, 0.922, -1.874], [1.917, -2.538, 2.727], [-3.673, -4.151, 3.812], [0.226, 3.813, 0.269], [-0.806, 4.985, -4.493], [-0.442, -2.006, -6.134], [0.271, -6.043, -4.891], [-2.567, 4.774, -4.593], [-1.889, 0.495, -3.099], [1.045, -3.110, 1.312], [-3.614, -1.250, -3.410], [-3.035, -0.521, 6.289], [-1.943, -0.100, -4.764], [-0.426, -4.430, -6.630], [2.292, 0.120, 3.243], [1.219, 3.873, -1.705], [-0.793, -1.378, 6.950], [-3.227, 3.510, -0.223], [-0.717, -3.509, -0.105], [0.957, -5.241, -2.658], [-2.409, -2.403, -3.945], [-1.310, 2.976, 4.498], [-3.218, 4.657, -2.435], [0.975, -2.793, -2.174], [0.717, -1.493, 1.925], [5.702, -1.289, -0.567], [-2.711, -2.992, -1.704], [-1.245, -2.015, -1.678], [0.365, 4.797, 2.803], [3.362, 0.515, 1.892], [3.569, 1.310, 3.455], [-3.023, -0.021, -1.173], [-3.907, -1.374, -0.446], [1.340, 4.034, 4.900], [-1.476, 3.542, -5.259], [2.894, 3.190, 4.734], [-2.456, -6.075, 2.849], [-0.976, -5.753, 0.897], [-3.274, 1.599, 5.085], [1.519, 3.560, -3.417], [-3.427, -1.904, 2.807]], "mulliken_charge": [2.710, 0.315, -0.183, 0.211, -0.208, -0.753, -0.473, -0.603, -0.390, 0.308, -0.546, 0.196, 0.777, 1.494, 0.209, -0.582, 1.005, 0.276, -0.880, 0.778, -0.335, -0.489, -0.133, -0.575, -1.587, -1.427, 0.338, -0.517, -1.080, -0.114, -0.939, -0.763, -0.626, -0.641, 0.452, -0.733, -1.340, -1.106, -0.760, -1.273, -0.379, 0.491, 1.002, 0.044, 0.052, 0.402, -0.683, 0.287, -0.797, -0.297, -0.932, -0.620, -0.706, 1.203, -0.521, -1.067, -0.992, -0.700, 0.666, 0.483, 0.649, 0.466, 0.488, 0.303, 0.454, 0.416, 0.387, -0.067, 0.546, 0.470, 0.476, 0.729, 0.436, -0.016, -0.105, 0.487, 0.604, 0.576, 0.480, 0.388, 0.419, 0.461, 0.239, -0.173, 0.508, 0.572, -0.612, 0.499, 0.093, 0.614, 0.477, 0.588, 0.474, 0.310, 0.313, 0.427, 0.496, 0.428, 0.238, 0.518], "e_above_lowest_kj_mol": 0.00, "total_charge": 2, "multiplicity": 1, "homo_lumo_gap_ev": 7.9}

---

Look up the multiplicity of the first one. 1